1.
Molecular formula: C4H15NNbNd
Method: DFT, ωB97M-V/def2-TZVPD

Summary:
E_HOMO (alpha / beta): -15.418 / -15.461 eV
E_LUMO (alpha / beta): -0.4290 / -0.3672 hartree
F_max: 6.32 eV Å⁻¹

The geometry in ORCA input format:
```
! RIJCOSX wB97M-V def2-TZVPD def2/J DEFGRID3
* xyz 2 4
C 2.540 1.040 -0.532
C 1.794 0.202 0.558
Nb 0.276 -1.245 -0.379
C -1.430 -0.348 0.851
C -2.196 0.826 0.137
N -2.612 0.562 -1.218
H 2.223 0.768 -1.532
H 3.608 0.876 -0.391
H 2.351 2.087 -0.304
H 1.234 0.916 1.280
H 2.547 -0.414 1.183
H 0.593 -2.346 1.098
H -0.947 -2.443 -1.035
H -0.058 -0.116 -1.783
H 1.578 -2.156 -1.295
H -2.115 -1.114 1.233
H -0.965 0.114 1.802
H -3.111 0.976 0.724
H -1.602 1.737 0.217
H -2.612 -0.414 -1.459
H -2.127 1.124 -1.895
Nd 1.031 -0.632 2.740
*
```

=====

2.
Molecular formula: C4H15NO2
Method: DFT, ωB97M-V/def2-TZVPD

Summary:
E_HOMO: -9.234 eV
Energy above the lowest of the compared OMol25 structures with the same formula, charge and spin: 0.9017 eV
E_LUMO: 0.0161 hartree
F_max: 1.24 eV Å⁻¹

The geometry in ORCA input format:
```
! RIJCOSX wB97M-V def2-TZVPD def2/J DEFGRID3
* xyz 0 1
C -2.280 0.773 1.381
C -2.620 0.554 -0.099
C -1.769 -0.536 -0.707
C -2.418 1.851 -0.886
N -2.797 -0.220 2.321
H -1.201 0.812 1.440
H -2.617 1.753 1.731
H -3.651 0.218 -0.164
H -1.744 -1.494 -0.183
H -2.160 -0.790 -1.693
H -0.715 -0.292 -0.864
H -3.245 2.566 -0.792
H -2.262 1.621 -1.938
H -1.519 2.344 -0.530
H -2.233 -1.055 2.286
H -3.750 -0.429 2.066
H 5.642 -3.155 -1.114
H 4.140 -3.240 -1.415
O 5.004 -3.229 -1.843
H 4.671 0.739 -0.524
H 4.835 2.142 0.004
O 5.047 1.223 0.229
*
```

=====

3.
Molecular formula: C4H15NO2
Method: DFT, ωB97M-V/def2-TZVPD

Summary:
E_HOMO: -9.853 eV
Energy above the lowest of the compared OMol25 structures with the same formula, charge and spin: 0.6525 eV
E_LUMO: 0.0235 hartree
F_max: 0.83 eV Å⁻¹

The geometry in ORCA input format:
```
! RIJCOSX wB97M-V def2-TZVPD def2/J DEFGRID3
* xyz 0 1
C 1.543 1.397 -0.156
C 0.107 1.921 -0.073
C -0.513 1.793 1.323
C -0.539 0.372 1.867
N -1.244 -0.533 0.975
H 2.035 1.753 -1.058
H 1.531 0.308 -0.163
H 2.136 1.747 0.693
H 0.054 2.962 -0.377
H -0.493 1.363 -0.789
H 0.035 2.424 2.029
H -1.530 2.191 1.268
H -0.959 0.416 2.880
H 0.506 0.070 1.968
H -1.986 -0.069 0.449
H -1.734 -1.254 1.491
H -0.826 -1.328 -2.596
H 0.564 -1.865 -2.428
O -0.049 -1.562 -3.111
H 0.693 -1.790 -0.024
H 0.205 -3.154 0.268
O 0.650 -2.664 -0.439
*
```

=====

4.
Molecular formula: C4H15NO2
Method: DFT, ωB97M-V/def2-TZVPD

Summary:
E_HOMO: -8.723 eV
Energy above the lowest of the compared OMol25 structures with the same formula, charge and spin: 1.2910 eV
E_LUMO: 0.0279 hartree
F_max: 1.23 eV Å⁻¹

The geometry in ORCA input format:
```
! RIJCOSX wB97M-V def2-TZVPD def2/J DEFGRID3
* xyz 0 1
C -0.370 1.380 1.956
C -0.625 0.751 0.579
N 0.415 -0.157 0.143
C 0.034 -0.798 -1.084
C 0.835 -1.108 1.146
H 0.682 1.689 1.975
H -0.485 0.651 2.753
H -0.998 2.251 2.095
H -1.610 0.245 0.623
H -0.722 1.560 -0.138
H -0.813 -1.488 -0.903
H -0.304 -0.102 -1.843
H 0.809 -1.446 -1.489
H -0.013 -1.734 1.469
H 1.300 -0.603 1.992
H 1.633 -1.725 0.723
H -2.775 -0.937 -2.465
H -2.965 -0.827 -3.955
O -3.439 -1.069 -3.153
H 2.788 0.444 -0.150
H 3.520 1.739 0.230
O 3.102 1.282 -0.505
*
```

=====

5.
Molecular formula: C4H15NO2
Method: DFT, ωB97M-V/def2-TZVPD

Summary:
E_HOMO (alpha / beta): -15.187 / -15.178 eV
Energy above the lowest of the compared OMol25 structures with the same formula, charge and spin: 0.9502 eV
E_LUMO (alpha / beta): -0.1353 / -0.3417 hartree
F_max: 2.90 eV Å⁻¹

The geometry in ORCA input format:
```
! RIJCOSX wB97M-V def2-TZVPD def2/J DEFGRID3
* xyz 1 2
C -1.300 1.348 1.128
C 0.120 0.824 1.459
C 1.111 1.193 0.367
C 0.950 0.551 -0.991
N 1.420 -0.783 -1.095
H -1.903 1.398 2.019
H -1.757 0.703 0.376
H -1.241 2.327 0.658
H 0.402 1.376 2.356
H 0.008 -0.255 1.555
H 1.157 2.269 0.203
H 2.140 1.050 0.720
H 1.393 1.171 -1.789
H -0.144 0.501 -1.208
H 2.268 -1.013 -0.560
H 1.515 -1.041 -2.084
H -0.302 -3.156 0.219
H 0.569 -1.873 0.085
O -0.061 -2.333 0.662
H -2.106 -1.172 -0.614
H -2.026 -1.987 -1.896
O -2.214 -1.100 -1.572
*
```

=====

6.
Molecular formula: C4H15NO2
Method: DFT, ωB97M-V/def2-TZVPD

Summary:
E_HOMO (alpha / beta): -13.073 / -13.073 eV
Energy above the lowest of the compared OMol25 structures with the same formula, charge and spin: 0.0389 eV
E_LUMO (alpha / beta): -0.1103 / -0.2719 hartree
F_max: 1.63 eV Å⁻¹

The geometry in ORCA input format:
```
! RIJCOSX wB97M-V def2-TZVPD def2/J DEFGRID3
* xyz 1 2
C -0.273 2.503 -3.194
N 0.625 2.003 -2.173
C 2.015 0.437 -0.833
C 1.377 0.735 -2.192
C 0.346 -0.334 -2.586
H 0.131 2.166 -4.149
H -1.257 2.047 -3.071
H -0.318 3.582 -3.084
H 0.730 2.588 -1.337
H 2.649 -0.438 -0.966
H 2.550 1.305 -0.467
H 1.210 0.052 -0.207
H 2.057 0.840 -3.043
H -0.110 -0.115 -3.557
H 0.710 -1.356 -2.638
H -0.555 -0.431 -1.979
H -1.576 -1.602 6.662
H -1.990 -0.442 5.883
O -2.197 -1.371 5.964
H -1.248 -3.524 4.005
H -1.756 -3.535 2.638
O -1.128 -3.074 3.180
*
```

=====

7.
Molecular formula: C4H15NO2S
Method: DFT, ωB97M-V/def2-TZVPD

Summary:
E_HOMO: -8.110 eV
Energy above the lowest of the compared OMol25 structures with the same formula, charge and spin: 3.4592 eV
E_LUMO: 0.0169 hartree
F_max: 3.38 eV Å⁻¹

The geometry in ORCA input format:
```
! RIJCOSX wB97M-V def2-TZVPD def2/J DEFGRID3
* xyz 0 1
C -0.476 0.134 -1.651
C 1.048 -0.012 -1.827
C 1.899 0.506 -0.700
S 1.078 1.134 1.179
C 2.694 0.913 1.930
N -1.032 -0.896 -0.770
H -0.663 1.116 -1.226
H -0.957 0.123 -2.638
H 1.239 -1.059 -2.101
H 1.284 0.566 -2.726
H 1.517 -0.072 0.298
H 2.497 1.362 -0.971
H 3.411 1.634 1.539
H 3.075 -0.085 1.731
H 2.633 1.037 3.013
H -0.586 -1.791 -0.901
H -2.026 -0.984 -0.947
H -4.852 -0.621 0.431
H -3.350 -0.724 0.841
O -3.983 -0.795 0.088
H -1.281 -0.686 1.055
H -1.339 -0.113 2.482
O -1.828 -0.689 1.874
*
```

=====

8.
Molecular formula: C4H15NO2S
Method: DFT, ωB97M-V/def2-TZVPD

Summary:
E_HOMO: -8.724 eV
Energy above the lowest of the compared OMol25 structures with the same formula, charge and spin: 1.5529 eV
E_LUMO: 0.0196 hartree
F_max: 4.90 eV Å⁻¹

The geometry in ORCA input format:
```
! RIJCOSX wB97M-V def2-TZVPD def2/J DEFGRID3
* xyz 0 1
C -0.775 -1.839 -1.746
C -0.356 -1.956 -0.248
C -0.411 -0.532 0.365
S 0.832 -0.477 1.638
C 0.666 1.216 2.370
N -2.106 -1.201 -2.051
H 0.025 -1.338 -2.341
H -0.869 -2.809 -2.206
H -0.962 -2.670 0.264
H 0.716 -2.249 0.023
H -0.170 0.127 -0.483
H -1.422 -0.309 0.651
H -0.263 1.691 2.322
H 1.472 1.946 2.226
H 0.692 0.845 3.456
H -2.808 -1.662 -1.633
H -2.147 -0.239 -1.930
H 3.248 0.901 -1.148
H 2.291 1.934 -1.727
O 3.079 1.807 -1.205
H -1.549 3.272 -0.600
H -1.492 1.896 0.320
O -1.840 2.364 -0.481
*
```

=====

9.
Molecular formula: C4H15NO2S
Method: DFT, ωB97M-V/def2-TZVPD

Summary:
E_HOMO: -9.033 eV
Energy above the lowest of the compared OMol25 structures with the same formula, charge and spin: 1.3575 eV
E_LUMO: 0.0230 hartree
F_max: 3.19 eV Å⁻¹

The geometry in ORCA input format:
```
! RIJCOSX wB97M-V def2-TZVPD def2/J DEFGRID3
* xyz 0 1
C 1.026 1.444 -0.841
N 0.308 0.129 -0.935
C 0.538 -0.927 0.043
C 0.667 -2.303 -0.598
S 0.611 -3.679 0.611
C 0.363 2.267 0.275
H 1.033 2.093 -1.695
H 2.046 1.079 -0.519
H 0.136 -0.097 -1.899
H 1.491 -0.618 0.479
H -0.215 -0.869 0.826
H 1.557 -2.334 -1.205
H -0.218 -2.424 -1.250
H 0.480 -2.879 1.695
H -0.706 2.210 -0.081
H 0.575 3.333 0.353
H 0.501 1.685 1.188
H -3.277 0.297 -1.618
H -1.811 -0.219 -1.795
O -2.724 -0.358 -2.053
H -0.581 1.399 3.306
H -1.091 0.343 2.416
O -0.709 0.428 3.296
*
```